A molecular structure, C30H39AsNP2SbSe4Si2Tc, computed with ωB97M-V/def2-TZVPD.

E_HOMO ... -15.892 eV
Charge ... +3
Lowest unoccupied orbital energy ... -9.982 eV
HOMO-LUMO gap ... 5.910 eV
Molecular weight ... 1142.29 g mol⁻¹

Each line ends with the Löwdin charge.
Geometry (Å):
Tc 0.052 0.029 -0.097  0.034
N -2.846 -0.523 -0.051  -0.321
P -1.765 -0.860 -1.298  0.822
C -2.417 -0.166 -2.813  -0.365
C -3.497 0.716 -2.790  -0.098
C -3.953 1.270 -3.978  -0.045
C -3.329 0.955 -5.177  -0.032
C -2.246 0.081 -5.199  -0.046
C -1.788 -0.481 -4.020  -0.090
C -1.717 -2.671 -1.547  -0.303
C -2.906 -3.440 -1.363  0.008
C -2.951 -4.793 -1.571  -0.026
C -1.787 -5.465 -1.974  -0.165
C -0.555 -4.731 -2.095  -0.424
C -0.579 -3.297 -1.928  -0.129
P -1.861 -0.206 1.328  0.862
C -1.930 -1.617 2.437  -0.367
C -3.190 -2.008 2.901  -0.080
C -3.300 -3.073 3.776  -0.045
C -2.155 -3.732 4.215  -0.037
C -0.904 -3.329 3.777  -0.054
C -0.788 -2.275 2.882  -0.114
C -2.652 1.144 2.195  -0.370
C -2.139 1.481 3.450  -0.077
C -2.719 2.509 4.173  -0.041
C -3.814 3.191 3.654  -0.033
C -4.329 2.851 2.411  -0.052
C -3.744 1.832 1.673  -0.111
H -3.845 -0.702 -0.034  0.088
H -3.988 0.967 -1.859  0.088
H -4.800 1.942 -3.968  0.123
H -3.689 1.387 -6.101  0.126
H -1.765 -0.163 -6.137  0.123
H -0.944 -1.162 -4.046  0.109
H -3.817 -2.942 -1.051  0.125
H -3.874 -5.343 -1.457  0.139
H -1.816 -6.504 -2.274  0.133
H 0.260 -5.147 -2.680  0.064
H 0.348 -2.762 -2.097  0.065
H -4.083 -1.469 2.603  0.113
H -4.273 -3.377 4.137  0.122
H -2.244 -4.550 4.918  0.123
H -0.016 -3.822 4.145  0.118
H 0.189 -1.951 2.556  0.029
H -1.299 0.937 3.868  0.116
H -2.327 2.772 5.146  0.122
H -4.272 3.986 4.227  0.124
H -5.188 3.377 2.017  0.121
H -4.147 1.578 0.703  0.086
C 3.374 4.064 0.548  -0.198
Si 3.272 2.704 -0.701  0.334
C 4.232 1.193 -0.251  -0.239
C 3.473 3.213 -2.472  -0.204
As 0.866 2.093 -0.621  0.835
Si -0.565 3.846 -1.615  0.341
C 0.294 5.436 -1.226  -0.199
C -0.520 3.344 -3.399  -0.195
C -2.220 3.691 -0.808  -0.206
H 4.394 4.462 0.522  0.061
H 3.189 3.703 1.560  0.047
H 2.697 4.891 0.339  0.019
H 5.295 1.428 -0.373  0.058
H 4.010 0.349 -0.903  0.009
H 4.078 0.900 0.788  0.034
H 4.520 3.497 -2.621  0.058
H 2.863 4.075 -2.742  0.023
H 3.255 2.397 -3.162  0.044
H 1.298 5.503 -1.645  0.027
H 0.338 5.631 -0.154  0.046
H -0.298 6.241 -1.676  0.060
H 0.483 3.425 -3.823  0.037
H -1.171 4.019 -3.964  0.060
H -0.883 2.326 -3.546  0.011
H -2.169 3.875 0.266  0.039
H -2.653 2.706 -0.972  -0.005
H -2.897 4.432 -1.245  0.062
Se 3.365 -7.603 0.829  0.201
Sb 2.462 -6.104 -0.645  0.160
Se 1.629 -1.402 0.196  0.334
Se -0.092 -5.741 -0.227  0.683
Se 3.155 -4.639 -2.301  0.106